Record 1
ORCA calculation (ωB97M-V/def2-TZVPD) on a molecular structure, C22H16Br2N5PdS.

```
47
Properties=species:S:1:pos:R:3:lowdin_spin:R:1
Pd 0.00 0.00 0.00 0.63
Br 5.17 3.07 2.77 0.01
C 3.75 2.10 1.98 0.07
C 3.93 0.77 1.64 0.08
C 2.86 0.13 1.06 0.03
N 1.67 0.72 0.82 0.13
C 1.49 2.03 1.14 0.12
C 2.53 2.74 1.73 0.04
C 0.15 2.63 0.84 0.12
C -0.18 3.96 1.13 0.04
C -1.45 4.43 0.81 0.06
Br -1.90 6.23 1.20 0.01
C -2.39 3.60 0.23 0.08
C -2.01 2.30 -0.03 0.04
N -0.78 1.82 0.27 0.25
H 4.86 0.25 1.82 0.01
H 2.93 -0.92 0.77 0.00
H 2.43 3.79 2.01 0.00
H 0.53 4.63 1.59 0.00
H -3.39 3.94 -0.02 0.01
H -2.69 1.59 -0.48 0.00
N -2.46 -1.29 -3.03 0.01
C -3.79 -1.60 -2.67 0.00
C -4.68 -2.07 -3.65 0.00
C -5.99 -2.42 -3.31 0.00
C -6.41 -2.32 -1.99 0.00
C -5.53 -1.86 -1.01 0.00
C -4.21 -1.51 -1.35 0.00
S -3.12 -0.95 -0.07 0.00
N -1.68 -0.67 -0.85 0.01
C -1.50 -0.85 -2.13 0.01
C -0.09 -0.56 -2.68 0.02
C 0.24 -0.77 -4.02 0.00
C 1.53 -0.46 -4.47 0.02
C 2.46 0.04 -3.57 0.00
C 2.07 0.21 -2.25 0.02
N 0.83 -0.08 -1.80 0.03
H -2.30 -1.22 -4.02 0.00
H -4.36 -2.17 -4.68 0.00
H -6.67 -2.78 -4.07 0.00
H -7.43 -2.59 -1.72 0.00
H -5.86 -1.79 0.02 0.00
H -0.46 -1.17 -4.74 0.00
H 1.80 -0.61 -5.51 0.00
H 3.47 0.28 -3.88 0.00
H 2.76 0.58 -1.50 0.00
H -0.04 -1.26 1.12 0.14
```

Calculated values
Molecular weight ... 648.7 g/mol
Charge ... +1
E_LUMO (alpha / beta) ... -0.1450 / -0.1889 Eh
<S²> ... 2.0222
2S+1 ... 3
HOMO-LUMO gap (alpha / beta) ... 3.95 / 5.68 eV
HOMO level (alpha / beta) ... -7.9 / -10.8 eV
E ... -6795.5002 Ha

***

Record 2
ORCA calculation (ωB97M-V/def2-TZVPD) on C4H8N2 in the gas phase.

```
14
Properties=species:S:1:pos:R:3:lowdin_charge:R:1
C -0.96 0.63 -1.49 -0.15
N 0.47 0.92 -1.40 0.02
C -0.01 -0.40 -1.01 -0.30
C -0.02 -0.76 0.45 -0.29
C 1.07 -0.37 1.38 -0.14
N -0.20 0.36 1.36 0.01
H -1.37 0.58 -2.50 0.09
H -1.61 1.09 -0.75 0.10
H 0.62 1.47 -0.56 0.08
H 0.28 -1.20 -1.69 0.13
H -0.53 -1.70 0.67 0.14
H 1.92 0.18 1.00 0.10
H 1.28 -1.03 2.22 0.10
H -0.79 0.11 2.15 0.10
```

Calculated values
Molecular weight ... 84.1 g/mol
E_LUMO ... 0.0394 Eh
HOMO-LUMO gap ... 10.29 eV
Structure (SMILES) ... C1N[C@H]1[C@H]1CN1
HOMO level ... -9.2 eV
Relative energy (zero: lowest compared OMol25 entry of this formula, charge and spin) ... 201.7 kJ/mol
E ... -266.6452 Ha

***

Short version: maximum force = 5.22 0.31 eV/A, in the order given.